*one*
{
  "formula": "C5H12O",
  "method": "ωB97M-V/def2-TZVPD",
  "orbital_gap_ev": 10.5,
  "spin_multiplicity": 1,
  "species": ["C", "C", "C", "C", "C", "H", "H", "H", "H", "H", "H", "H", "H", "H", "H", "H", "H", "O"],
  "coordinates": [[2.019, -0.089, -0.009], [-0.362, -0.012, -0.038], [-0.681, 1.307, -0.755], [-1.461, -1.072, -0.262], [-0.347, 0.319, 1.461], [2.036, 1.220, 0.055], [2.776, -0.548, -0.934], [2.252, -0.766, 1.197], [-0.887, 1.213, -1.804], [0.146, 2.031, -0.648], [-1.680, 1.664, -0.308], [-1.680, -1.110, -1.370], [-2.436, -0.868, 0.395], [-1.087, -2.061, 0.134], [0.333, 1.174, 1.663], [0.054, -0.524, 2.089], [-1.289, 0.598, 1.963], [0.807, -0.592, -0.602]]
}

*two*
{
  "formula": "C5H12O",
  "method": "ωB97M-V/def2-TZVPD",
  "smiles": "CC=O.CCC",
  "orbital_gap_ev": 11.0,
  "spin_multiplicity": 1,
  "species": ["C", "C", "O", "H", "H", "H", "H", "C", "C", "C", "H", "H", "H", "H", "H", "H", "H", "H"],
  "coordinates": [[3.530, 2.260, -3.540], [2.935, 1.344, -2.505], [1.763, 1.112, -2.398], [3.584, 3.281, -3.150], [2.925, 2.278, -4.444], [4.555, 1.962, -3.764], [3.685, 0.884, -1.828], [-1.182, -2.154, 2.034], [-2.198, -1.138, 2.542], [-2.901, -0.295, 1.489], [-1.566, -2.635, 1.120], [-0.950, -2.879, 2.809], [-0.269, -1.734, 1.619], [-1.652, -0.461, 3.198], [-2.965, -1.620, 3.143], [-3.495, 0.476, 1.978], [-2.228, 0.231, 0.810], [-3.574, -0.911, 0.887]]
}

Question: of the structures shown, which is the least stable? Reply: *one*.